{
  "formula": "C14H34O6SSi2",
  "method": "wB97M-V/def2-TZVPD",
  "energy_ev": -53942.5802,
  "species": ["C", "Si", "O", "Si", "S", "C", "O", "O", "H", "H", "H", "H", "H", "H", "H", "H", "H", "H", "C", "C", "C", "O", "C", "H", "H", "H", "H", "H", "H", "H", "H", "C", "C", "C", "O", "C", "H", "H", "H", "H", "H", "H", "H", "H", "C", "C", "C", "O", "C", "H", "H", "H", "H", "H", "H", "H", "H"],
  "xyz": [[6.654, -0.526, 0.619], [4.873, 0.122, 0.957], [3.781, -1.042, 1.694], [2.895, -1.980, 0.501], [1.100, -1.048, -0.253], [0.217, 0.071, 0.983], [0.035, -2.132, -0.681], [1.471, -0.303, -1.578], [7.112, 0.144, -0.224], [7.284, -0.358, 1.592], [6.730, -1.657, 0.326], [4.347, 0.614, -0.335], [5.020, 1.329, 1.809], [3.743, -2.350, -0.660], [2.507, -3.261, 1.145], [0.653, 0.000, 2.076], [0.325, 1.175, 0.545], [-0.932, -0.234, 1.062], [1.534, -4.186, -3.912], [2.135, -5.460, -4.449], [3.614, -5.228, -4.231], [3.739, -4.390, -3.074], [2.441, -3.877, -2.742], [0.484, -4.283, -3.624], [1.611, -3.393, -4.665], [1.797, -6.311, -3.846], [1.883, -5.659, -5.493], [4.062, -4.697, -5.078], [4.165, -6.159, -4.072], [2.104, -4.386, -1.833], [2.510, -2.805, -2.536], [-4.120, 1.692, 4.150], [-3.267, 0.757, 4.968], [-2.470, 0.039, 3.900], [-2.310, 0.959, 2.812], [-3.180, 2.078, 3.029], [-4.490, 2.554, 4.712], [-4.982, 1.149, 3.746], [-2.593, 1.336, 5.611], [-3.842, 0.077, 5.601], [-3.011, -0.835, 3.522], [-1.488, -0.285, 4.256], [-2.559, 2.935, 3.309], [-3.709, 2.319, 2.102], [-2.817, 4.437, -1.517], [-4.304, 4.430, -1.763], [-4.842, 3.949, -0.433], [-3.926, 4.400, 0.574], [-2.738, 4.877, -0.071], [-2.263, 5.094, -2.193], [-2.418, 3.421, -1.621], [-4.652, 5.450, -1.961], [-4.607, 3.796, -2.600], [-4.876, 2.855, -0.389], [-5.843, 4.338, -0.221], [-2.729, 5.970, 0.011], [-1.856, 4.482, 0.440]],
  "forces_ev_per_a": [[0.9, -0.3, 0.3], [0.5, -0.7, 0.4], [-0.3, 0.2, -3.1], [2.5, -0.5, 2.4], [-5.2, 0.0, -6.2], [-0.7, 1.1, 0.7], [3.5, 2.5, 2.4], [-0.1, -1.3, 4.6], [-0.8, -1.3, 1.5], [-1.0, -0.4, -1.8], [-0.1, 2.2, 0.4], [-0.3, -0.3, 0.0], [-0.2, -0.3, 0.2], [-0.3, 0.5, 0.1], [-0.2, 0.5, 0.0], [-0.6, 0.1, -2.3], [-0.2, -2.5, 1.0], [2.7, 0.5, -0.5], [-0.4, 0.5, -0.2], [-0.1, -0.6, -0.1], [0.4, 0.1, 0.0], [-0.2, -0.1, -0.2], [0.1, 0.1, 0.4], [0.2, 0.1, 0.0], [-0.1, 0.0, 0.1], [0.0, 0.0, -0.1], [0.1, 0.0, 0.1], [0.0, -0.1, -0.1], [0.0, 0.1, 0.1], [-0.1, 0.0, 0.0], [0.0, -0.1, -0.1], [-0.6, 0.1, -0.1], [0.3, 0.0, 0.6], [0.1, -0.3, -0.3], [-0.1, -0.1, 0.3], [0.1, 0.4, -0.3], [0.1, -0.1, -0.1], [0.1, 0.1, 0.0], [-0.1, -0.1, 0.0], [0.1, 0.0, -0.1], [0.0, -0.1, 0.1], [0.0, 0.0, -0.1], [-0.1, 0.1, 0.0], [0.2, 0.0, 0.1], [0.6, -0.3, -0.2], [-0.4, 0.3, -0.4], [-0.2, -0.2, 0.3], [0.0, 0.0, -0.3], [0.1, 0.3, 0.3], [0.0, -0.1, 0.1], [0.0, 0.1, 0.0], [0.0, -0.1, 0.0], [0.0, 0.1, 0.1], [-0.1, 0.0, -0.1], [0.1, 0.0, 0.1], [0.1, 0.0, 0.0], [-0.1, 0.0, 0.1]]
}


{
  "formula": "C14H35BCuNO12V2",
  "method": "wB97M-V/def2-TZVPD",
  "s_squared": 2.06,
  "de_lowest_kj_mol": 280.52,
  "spin_multiplicity": 3,
  "species": ["O", "V", "O", "V", "Cu", "C", "O", "O", "O", "C", "O", "O", "O", "B", "H", "H", "H", "H", "C", "O", "C", "C", "N", "C", "C", "O", "C", "H", "H", "H", "H", "H", "H", "H", "H", "H", "H", "H", "H", "H", "H", "H", "C", "C", "C", "O", "H", "H", "H", "H", "H", "H", "H", "H", "C", "C", "C", "O", "H", "H", "H", "H", "H", "H", "H", "H"],
  "xyz": [[-2.269, -1.294, -2.700], [-0.750, -1.051, -2.272], [-1.280, 1.874, 1.446], [-0.061, 1.369, 0.594], [-2.700, -2.850, 0.497], [0.091, -1.420, 0.306], [-0.815, -2.043, -0.396], [-0.221, -0.764, 1.362], [0.633, -0.629, -0.512], [-0.752, 1.753, -2.075], [0.044, 2.408, -1.293], [-0.295, 0.936, -2.962], [-1.568, 1.090, -1.369], [0.504, -2.350, -3.695], [1.103, -2.205, -2.750], [0.357, -1.326, -4.132], [1.057, -2.992, -4.471], [-0.465, -2.801, -3.356], [2.346, 4.920, -2.467], [3.021, 3.721, -2.515], [4.040, 3.627, -1.567], [4.628, 2.223, -1.381], [3.553, 1.316, -0.987], [4.105, -0.043, -0.852], [5.229, -0.235, 0.177], [5.565, -1.607, 0.338], [4.657, -2.338, 1.136], [1.507, 4.996, -3.160], [2.983, 5.790, -2.695], [1.880, 5.175, -1.500], [3.620, 3.922, -0.588], [4.831, 4.382, -1.678], [5.429, 2.377, -0.655], [4.942, 1.877, -2.365], [3.087, 1.513, -0.110], [4.353, -0.514, -1.804], [3.309, -0.700, -0.485], [4.850, 0.119, 1.145], [6.136, 0.306, -0.080], [4.737, -2.067, 2.196], [5.060, -3.351, 1.129], [3.615, -2.322, 0.822], [-3.096, -0.944, 3.628], [-2.378, -2.245, 3.955], [-3.248, -3.326, 4.573], [-1.732, -2.776, 2.782], [-2.516, -0.400, 2.885], [-3.184, -0.366, 4.549], [-4.086, -1.150, 3.216], [-1.518, -2.082, 4.620], [-4.212, -3.330, 4.060], [-3.429, -3.148, 5.635], [-2.803, -4.320, 4.585], [-1.040, -2.144, 2.527], [-4.824, 1.264, 0.973], [-4.835, -0.009, 0.155], [-5.166, 0.201, -1.321], [-3.521, -0.631, 0.231], [-4.096, 1.993, 0.610], [-4.351, 0.996, 1.921], [-5.827, 1.684, 1.025], [-5.506, -0.704, 0.666], [-4.728, -0.572, -1.951], [-4.757, 1.152, -1.668], [-6.246, 0.263, -1.464], [-2.996, -0.202, -0.467]],
  "forces_ev_per_a": [[2.0, 0.2, 1.0], [-1.8, 0.5, -1.3], [2.2, -0.3, -0.6], [-3.8, -1.3, -3.3], [0.7, 1.2, 0.3], [-5.5, 5.6, -2.9], [-1.0, -4.3, 1.3], [0.7, -1.2, 3.5], [4.6, 2.5, -2.4], [4.6, -6.8, 2.7], [1.3, 2.9, 0.9], [0.6, 1.9, -3.0], [-4.2, -1.1, 3.7], [0.9, 0.0, -0.3], [1.7, 0.3, 2.3], [-0.6, 2.5, -1.1], [0.5, -0.9, -0.7], [-2.7, -1.1, 0.7], [-0.6, 1.9, 0.2], [0.3, -0.8, -0.4], [-0.1, 0.4, 1.4], [-1.9, 1.5, -0.6], [1.1, -1.6, -0.1], [-0.8, -0.9, 0.6], [-0.5, -0.1, 0.1], [-0.2, 0.3, -0.3], [1.0, -0.5, 0.5], [0.2, -0.7, -0.3], [0.2, -0.2, 0.0], [0.3, -0.5, 0.3], [-0.2, -0.1, 0.1], [0.1, -0.1, -0.6], [0.3, -0.4, -0.1], [0.5, -0.2, 0.2], [0.3, 0.7, 0.1], [0.3, 0.5, -0.2], [-0.2, 0.3, -0.1], [0.1, 0.4, 0.1], [0.1, -0.1, 0.0], [-0.2, 0.5, 0.0], [-0.4, -0.2, -0.3], [0.0, 0.1, -0.2], [0.2, -0.5, 0.4], [1.0, -0.4, 0.3], [-0.3, 0.1, 0.2], [-0.6, -0.5, -1.0], [0.0, 0.2, 0.1], [-0.2, 0.2, -0.1], [0.0, 0.1, 0.0], [-0.4, 0.4, 0.2], [0.0, -0.3, 0.1], [-0.1, 0.5, -0.1], [0.2, 0.1, -0.5], [-0.1, 0.2, -0.1], [1.0, -0.3, 0.1], [0.5, -0.1, -0.4], [-0.4, 0.3, 0.2], [0.1, -0.4, 0.0], [-0.3, 0.1, -0.6], [-0.8, 0.1, 0.4], [0.1, 0.1, 0.4], [0.0, -0.2, -0.3], [-0.2, -0.2, 0.1], [0.1, 0.0, 0.1], [0.0, -0.1, -0.1], [0.1, -0.1, 0.1]]
}


{
  "formula": "C14H35BrO14",
  "method": "wB97M-V/def2-TZVPD",
  "energy_ev": -113791.6502,
  "species": ["C", "C", "C", "Br", "C", "C", "C", "O", "C", "O", "C", "C", "C", "C", "C", "C", "C", "O", "O", "H", "H", "H", "H", "H", "H", "H", "H", "H", "H", "H", "H", "H", "H", "H", "O", "H", "H", "O", "H", "H", "O", "H", "H", "O", "H", "H", "O", "H", "H", "O", "H", "H", "O", "H", "H", "O", "H", "H", "O", "H", "H", "O", "H", "H"],
  "xyz": [[0.364, 3.285, -0.784], [0.766, 1.810, -1.186], [0.288, 0.715, -0.133], [1.645, 0.441, 1.301], [0.138, -0.625, -0.917], [-0.547, -1.855, -0.234], [-0.506, -2.877, -1.427], [-1.376, -2.689, -2.559], [-2.713, -2.493, -2.185], [-3.527, -3.353, -2.048], [-3.143, -0.993, -1.995], [-2.839, -0.078, -3.085], [-3.207, 1.331, -2.881], [-3.828, 1.759, -1.634], [-4.132, 0.795, -0.568], [-3.781, -0.619, -0.741], [0.929, -2.439, -2.003], [1.734, -3.081, -2.607], [1.266, -1.102, -1.686], [0.044, 3.801, -1.733], [1.283, 3.795, -0.425], [-0.507, 3.354, -0.086], [0.255, 1.593, -2.168], [1.864, 1.650, -1.323], [-0.668, 1.078, 0.320], [-0.589, -0.340, -1.726], [-1.552, -1.689, 0.229], [0.174, -2.301, 0.501], [-0.400, -3.962, -1.171], [-2.354, -0.464, -4.006], [-2.977, 2.060, -3.686], [-4.077, 2.836, -1.507], [-4.590, 1.087, 0.400], [-3.997, -1.368, 0.057], [-6.067, -0.004, -3.508], [-5.214, 0.307, -3.171], [-6.281, -0.757, -2.946], [-0.647, 0.410, 4.051], [-0.507, 1.244, 4.521], [0.031, 0.409, 3.365], [5.246, 0.348, 0.683], [5.435, -0.505, 0.273], [4.384, 0.221, 1.102], [-3.129, -1.609, 5.039], [-2.539, -0.860, 4.882], [-2.686, -2.348, 4.609], [-0.938, 2.804, 5.822], [-0.322, 3.316, 6.358], [-1.660, 3.417, 5.642], [2.655, 4.464, -1.776], [3.242, 5.214, -1.927], [3.096, 3.730, -2.220], [5.905, -1.398, 3.390], [5.842, -0.929, 2.547], [5.147, -1.076, 3.893], [4.076, -3.678, 3.914], [4.667, -2.929, 3.751], [4.514, -4.418, 3.481], [0.442, -4.300, -4.951], [1.065, -3.787, -4.420], [-0.277, -3.685, -5.130], [5.266, 2.836, 2.158], [5.454, 1.981, 1.746], [4.408, 2.714, 2.578]],
  "forces_ev_per_a": [[0.3, -0.3, -0.8], [-0.7, -0.1, 0.6], [0.8, -0.1, -2.0], [-0.5, 0.3, -0.2], [-2.8, 0.9, -0.4], [0.8, -0.7, -0.5], [2.5, 0.4, -0.2], [-1.0, 0.2, 1.0], [-1.1, 1.7, 0.3], [0.9, -0.3, -0.1], [0.6, 0.1, -0.2], [-1.2, 1.2, 2.5], [0.1, -1.6, 1.1], [0.4, -1.8, -0.1], [1.2, -1.0, -1.6], [0.2, 2.2, -1.8], [0.9, 0.6, 0.1], [-0.7, -0.1, 0.2], [-1.4, -1.5, 1.2], [0.4, -0.3, 1.0], [-1.2, -0.2, 0.1], [0.8, -0.3, -0.4], [0.5, -0.1, 1.0], [-0.9, 0.4, 0.0], [0.8, -0.8, -0.1], [0.3, 0.1, 0.8], [1.0, 0.1, -0.4], [-0.8, 0.4, -0.3], [-0.5, 1.0, -0.1], [-0.4, 0.5, 0.8], [-0.3, -0.5, 0.7], [0.2, -1.0, -0.1], [0.3, 0.0, -1.0], [0.2, 0.7, -0.9], [0.0, 0.0, 0.1], [-0.3, -0.1, -0.1], [0.0, 0.0, -0.1], [0.1, 0.1, -0.1], [-0.2, 0.0, 0.2], [-0.1, -0.1, 0.0], [-0.1, -0.5, 0.4], [0.0, 0.1, -0.1], [-0.1, 0.1, -0.3], [0.1, 0.1, -0.1], [0.1, -0.1, 0.0], [0.0, 0.1, 0.1], [0.0, 0.2, 0.0], [0.0, -0.1, 0.0], [0.0, -0.1, 0.0], [0.6, 0.2, -0.4], [0.0, 0.0, 0.1], [0.0, 0.0, 0.1], [-0.4, 0.0, 0.0], [0.1, 0.1, 0.0], [0.2, 0.2, 0.1], [0.0, 0.0, -0.1], [0.1, -0.3, -0.1], [0.0, 0.0, 0.1], [0.0, 0.2, -0.1], [-0.1, -0.2, 0.0], [0.0, -0.1, 0.0], [-0.1, -0.2, 0.1], [0.1, 0.2, -0.1], [0.1, 0.1, 0.0]]
}


{
  "formula": "C14H35F2N8O11S2Tl",
  "method": "wB97M-V/def2-TZVPD",
  "energy_ev": -81320.2812,
  "s_squared": 0.76,
  "charge": 1,
  "spin_multiplicity": 2,
  "species": ["Tl", "N", "S", "O", "O", "F", "S", "O", "O", "F", "O", "C", "N", "C", "H", "H", "H", "H", "H", "O", "C", "N", "C", "H", "H", "H", "H", "H", "O", "C", "N", "C", "H", "H", "H", "H", "H", "O", "C", "N", "C", "H", "H", "H", "H", "H", "O", "C", "N", "C", "H", "H", "H", "H", "H", "O", "C", "N", "C", "H", "H", "H", "H", "H", "O", "C", "N", "C", "H", "H", "H", "H", "H"],
  "xyz": [[9.555, 35.168, -9.830], [10.465, 32.537, -9.225], [11.699, 31.727, -8.979], [12.248, 30.903, -10.064], [11.931, 31.284, -7.579], [12.678, 32.997, -9.047], [9.465, 31.181, -9.161], [9.137, 30.640, -7.855], [9.567, 30.369, -10.399], [8.238, 32.067, -9.631], [6.825, 34.562, -8.930], [5.705, 34.497, -8.478], [5.403, 35.376, -7.540], [4.672, 33.488, -8.881], [6.217, 35.809, -7.128], [4.749, 35.060, -6.838], [4.696, 33.314, -9.957], [3.688, 33.864, -8.599], [4.910, 32.548, -8.383], [8.601, 37.054, -7.745], [8.131, 37.709, -6.804], [8.288, 37.287, -5.572], [7.303, 38.960, -6.991], [7.908, 37.731, -4.747], [8.736, 36.417, -5.324], [6.795, 39.277, -6.080], [6.481, 38.762, -7.678], [7.869, 39.796, -7.403], [11.362, 35.266, -7.490], [12.052, 35.092, -6.472], [13.300, 34.531, -6.517], [11.623, 35.764, -5.126], [13.634, 34.092, -7.363], [13.870, 34.375, -5.699], [12.159, 35.259, -4.322], [10.575, 35.902, -4.858], [11.956, 36.797, -5.226], [7.212, 36.745, -10.619], [6.327, 37.688, -10.418], [5.426, 37.455, -9.509], [6.182, 38.862, -11.384], [5.525, 36.720, -8.824], [4.614, 38.004, -9.752], [5.758, 38.505, -12.323], [7.193, 39.257, -11.482], [5.626, 39.689, -10.944], [7.721, 33.952, -11.715], [6.904, 33.198, -12.280], [7.266, 31.970, -12.422], [5.559, 33.715, -12.837], [6.796, 31.396, -13.107], [7.836, 31.598, -11.675], [5.433, 33.415, -13.877], [5.478, 34.800, -12.778], [4.725, 33.295, -12.275], [12.293, 35.883, -10.561], [13.507, 36.172, -10.538], [14.409, 35.818, -11.535], [14.107, 36.862, -9.384], [15.257, 36.366, -11.507], [14.076, 35.466, -12.421], [14.897, 36.253, -8.944], [13.312, 36.903, -8.639], [14.369, 37.889, -9.637], [9.805, 38.050, -9.917], [10.644, 38.930, -10.359], [11.017, 39.032, -11.661], [11.600, 39.571, -9.371], [10.708, 38.306, -12.291], [11.745, 39.680, -11.928], [10.992, 40.004, -8.577], [11.957, 40.488, -9.841], [12.416, 38.926, -9.044]],
  "forces_ev_per_a": [[-0.5, 0.4, 0.4], [-4.3, -0.9, 0.0], [10.3, -1.9, 2.2], [-1.6, 1.2, 2.0], [-1.1, 0.5, -3.1], [0.4, 0.4, -0.1], [-3.7, -1.0, -2.9], [0.7, 1.0, -2.3], [0.2, 1.0, 3.3], [-1.1, 0.3, 0.8], [0.8, -0.7, -1.0], [1.5, -1.7, -1.4], [-1.5, 1.3, 3.0], [-0.1, 0.3, -0.1], [0.2, 0.0, 0.0], [-0.4, 0.3, -0.1], [0.1, 0.1, 0.1], [-0.1, -0.4, 0.0], [-0.2, 0.0, 0.1], [-0.8, 0.6, 0.6], [0.4, -0.5, -2.6], [0.0, -0.7, 3.3], [-0.5, 0.2, 0.0], [-0.1, 0.4, -0.5], [0.1, 0.0, -0.8], [0.3, 0.1, 0.2], [0.3, -0.2, -0.2], [0.2, -0.2, 0.1], [0.6, -0.5, 0.9], [-0.9, 1.0, -0.6], [-0.6, 0.3, 0.4], [1.2, -0.4, -0.6], [-0.4, 0.0, -0.1], [-0.4, 0.1, 0.0], [-0.1, 0.3, 0.2], [0.0, -0.9, -0.6], [0.4, 0.0, 0.1], [-1.3, 3.7, -0.1], [3.8, -4.6, -2.3], [-1.4, 1.9, 0.0], [0.7, -0.3, 1.2], [-0.6, 0.1, -0.2], [-0.6, -0.3, 1.4], [0.2, 0.2, 0.0], [0.0, -0.2, -0.5], [-0.4, -0.2, -0.1], [-1.1, 1.1, 0.2], [0.7, 3.5, 0.5], [-0.7, -3.0, -0.8], [0.6, -0.1, 0.1], [0.0, -0.4, 0.6], [0.5, -0.4, -0.5], [0.1, -0.1, 0.0], [0.4, -0.1, 0.1], [0.1, -0.2, 0.1], [1.6, 0.3, -0.5], [-1.4, -1.5, -1.5], [-1.1, 0.8, 1.1], [-0.6, 0.1, 1.1], [0.1, -0.4, -0.3], [0.0, 0.0, 0.2], [0.4, 0.4, -0.2], [0.0, 0.1, 0.1], [0.5, -0.1, 0.0], [2.2, 2.8, -1.9], [0.0, -4.4, 1.2], [-0.7, 0.0, 0.8], [-1.5, 2.0, -0.5], [-0.1, 0.3, -0.1], [-0.2, -0.3, 0.0], [0.2, -0.6, 0.5], [0.7, -0.1, -0.1], [-0.5, 0.0, -0.1]]
}